No. 1
{"formula": "C42H50CeGeN2OP2Se3Te", "method": "the ωB97M-V functional and the def2-TZVPD basis", "symbols": ["Ce", "C", "C", "C", "C", "C", "H", "H", "H", "H", "H", "Se", "Se", "Te", "Se", "C", "P", "C", "N", "C", "C", "C", "C", "C", "C", "N", "C", "P", "C", "C", "C", "C", "C", "C", "C", "C", "C", "H", "H", "H", "H", "H", "H", "H", "H", "H", "H", "H", "H", "H", "H", "H", "H", "H", "H", "H", "H", "H", "H", "H", "H", "H", "H", "H", "H", "O", "H", "H", "C", "Ge", "C", "C", "C", "C", "C", "C", "C", "C", "C", "C", "C", "C", "C", "C", "C", "C", "C", "C", "H", "H", "H", "H", "H", "H", "H", "H", "H", "H", "H", "H", "H", "H", "H"], "positions_angstrom": [[2.2622, 3.3497, 2.1922], [4.3717, 2.3010, 3.9991], [3.2701, 2.0469, 4.8475], [2.7405, 3.2657, 5.2626], [3.4933, 4.2952, 4.7383], [4.5518, 3.7044, 3.9577], [5.0229, 1.6314, 3.4387], [2.8579, 1.0568, 5.0495], [1.8149, 3.4388, 5.8214], [3.4412, 5.3572, 4.8600], [5.3610, 4.2746, 3.4848], [4.0175, 4.2470, -0.1711], [1.9021, 3.1093, -0.5905], [-1.8513, 5.7097, 3.2509], [-0.0894, 4.0036, 4.0841], [3.5141, -3.2968, -1.8108], [2.6940, -1.7776, -2.4907], [1.0284, -2.4537, -2.5863], [0.8407, -3.7359, -2.2946], [-0.4410, -4.1242, -2.2141], [-0.6629, -5.5030, -1.7504], [-1.8948, -5.9977, -1.5610], [-2.9731, -5.1874, -1.9731], [-2.8106, -3.8948, -2.4180], [-1.5131, -3.3307, -2.5311], [-1.4045, -1.9626, -2.7992], [-0.1150, -1.5940, -2.7849], [0.2870, 0.1871, -3.0372], [-0.2983, 0.9277, -1.4356], [-1.0822, 0.8653, -4.1340], [-0.5454, 2.2230, -4.6603], [-2.4000, 1.1319, -3.4437], [-1.2334, -0.0791, -5.3061], [3.2759, -1.8603, -4.3385], [4.7894, -2.1932, -4.2772], [2.6011, -3.0013, -5.0236], [3.1047, -0.5647, -5.1036], [4.5533, -3.0097, -1.5423], [3.4699, -4.1346, -2.5457], [3.0795, -3.5583, -0.8382], [0.2751, -5.9395, -1.5010], [-2.1537, -6.9185, -1.0577], [-3.9888, -5.5445, -1.7929], [-3.6604, -3.2934, -2.7273], [-1.3244, 0.5581, -1.1855], [-0.1916, 1.9867, -1.7159], [0.4491, 0.8241, -0.5728], [-0.1007, 2.8372, -3.8392], [-1.3895, 2.8367, -5.0886], [0.2629, 2.0017, -5.3590], [-2.4193, 1.8228, -2.5913], [-2.8912, 0.2388, -3.0537], [-3.0411, 1.5743, -4.2224], [-0.2692, -0.4671, -5.6459], [-1.7703, 0.4277, -6.1528], [-1.8250, -0.9390, -4.9342], [5.0003, -3.1713, -3.7532], [5.3341, -1.4369, -3.6669], [5.3371, -2.1863, -5.2566], [2.6392, -3.9065, -4.4160], [3.0476, -3.2111, -5.9819], [1.5561, -2.7191, -5.1397], [3.3367, 0.2408, -4.4436], [2.0384, -0.4765, -5.3509], [3.7557, -0.5454, -5.9703], [1.6534, 5.7970, 1.8457], [0.6767, 5.7554, 1.6317], [2.2475, 5.7570, 1.0436], [0.3739, 2.6550, 2.7443], [-0.9817, 1.1834, 2.9394], [-1.6998, 0.6855, 4.6835], [-1.7992, -0.6133, 5.0820], [-2.3932, -0.8977, 6.3094], [-2.8242, 0.0858, 7.1658], [-2.6187, 1.4366, 6.7845], [-2.0475, 1.7302, 5.5385], [-2.6819, 1.6636, 2.0983], [-3.9238, 1.2256, 2.5563], [-5.0805, 1.9580, 2.2836], [-4.9695, 3.0452, 1.4340], [-3.7539, 3.5007, 0.9633], [-2.6279, 2.8419, 1.3304], [-0.5652, -0.6381, 2.2056], [0.8167, -0.9815, 2.0573], [1.2233, -2.1464, 1.4433], [0.2440, -3.0930, 1.1088], [-1.1076, -2.7789, 1.2502], [-1.5233, -1.5729, 1.7461], [-1.5644, -1.4019, 4.3963], [-2.6430, -1.9311, 6.6296], [-3.3491, -0.1490, 8.0744], [-2.9229, 2.2324, 7.4240], [-1.9331, 2.7750, 5.2323], [-3.9666, 0.4563, 3.3599], [-6.0354, 1.5766, 2.6078], [-5.9210, 3.4916, 1.1578], [-3.7261, 4.3761, 0.3111], [-1.6112, 3.2021, 1.1766], [1.5823, -0.3097, 2.4355], [2.2987, -2.4037, 1.3709], [0.5240, -4.1157, 0.9389], [-1.8277, -3.5475, 0.9662], [-2.5791, -1.3113, 1.7672]], "forces_ev_per_angstrom": [[0.443, 0.818, 1.453], [0.581, 0.628, -0.568], [-0.295, -1.141, -0.745], [-1.352, 0.103, 0.862], [2.112, 0.026, -1.462], [-0.424, 0.661, 0.208], [-0.272, -0.206, 0.401], [0.049, 0.347, 0.020], [0.595, -0.409, -0.057], [-0.487, 0.320, 0.252], [-0.414, -0.435, 0.064], [-0.869, -0.323, 0.404], [0.807, 0.370, 0.139], [0.416, -0.025, -0.018], [0.415, 0.372, -0.808], [0.623, 0.123, -0.040], [1.088, 0.514, -0.160], [-1.567, -1.295, 0.340], [0.481, 1.312, -0.195], [0.002, -2.776, 0.378], [1.129, 2.129, -0.406], [-0.773, 0.206, -0.062], [-1.028, 0.936, 0.255], [-0.086, -0.726, -0.285], [-1.730, 1.633, 0.055], [2.474, -1.914, 0.347], [-1.323, 0.993, -0.307], [0.104, 0.627, 0.550], [1.057, -0.567, 0.610], [0.704, 0.670, 0.339], [-0.080, 0.397, 0.860], [-1.178, 0.025, -0.071], [-1.192, -0.406, -0.192], [1.615, -0.720, 0.588], [1.205, -0.075, 0.995], [-0.825, -0.247, 0.239], [-0.973, -0.465, 0.536], [-0.432, -0.266, -0.531], [0.137, 0.392, 0.917], [-0.325, -0.082, -0.468], [0.375, -0.820, 0.319], [0.448, -0.263, -0.177], [0.213, 0.011, -0.252], [0.089, -0.005, 0.231], [0.925, 0.601, -0.013], [-0.754, -0.094, 0.427], [-1.134, -0.294, -1.250], [-0.318, -0.390, -0.515], [0.922, -0.708, 0.053], [-0.132, 0.391, -0.272], [0.526, 0.082, -0.420], [0.111, -0.197, -0.263], [-0.209, -0.114, 0.245], [-0.010, 0.157, -0.162], [0.438, -0.508, 0.596], [0.193, 0.316, -0.608], [-0.278, 0.927, -0.841], [-0.349, -0.280, -0.266], [-0.899, -0.116, 0.503], [-0.048, -0.103, -0.112], [0.139, -0.045, -0.552], [-0.236, -0.331, -0.345], [0.248, 0.875, 0.266], [0.379, 0.280, -0.337], [-0.064, -0.009, -0.324], [0.042, -0.563, -0.562], [1.104, 0.244, 0.052], [-0.954, 0.313, 0.242], [-1.887, -1.683, 0.440], [0.335, -0.290, -0.773], [1.351, 1.455, -0.124], [-0.887, -0.512, 0.688], [-0.618, -1.551, 0.562], [0.362, 1.739, -0.685], [0.272, -1.090, -0.671], [-0.964, -0.051, 1.176], [-0.192, 1.086, -0.015], [0.031, -0.042, 1.397], [0.981, -0.840, -0.750], [-1.303, -0.156, -0.031], [-1.069, 0.766, -0.850], [1.504, -1.354, 0.647], [1.367, -0.198, -0.601], [-1.115, 0.722, -0.021], [0.071, -1.157, 0.336], [0.141, 0.563, 0.635], [0.307, -1.275, -0.485], [0.524, 1.665, 0.359], [0.296, -0.396, -0.091], [0.501, 0.505, -0.495], [-0.009, -0.106, 0.286], [-0.211, 0.492, 0.432], [-0.139, -0.558, 0.147], [0.000, 0.255, -0.883], [-0.223, 0.215, 0.210], [0.251, 0.448, -0.145], [0.116, -0.137, 0.350], [-0.324, 0.324, -0.534], [-0.120, 0.178, -0.073], [-0.747, 0.232, -0.024], [0.140, -0.246, -0.674], [-0.008, 0.185, 0.061], [0.089, -0.072, 0.104]], "homo_lumo_gap_ev": [4.131, 4.133], "charge": -2, "homo_energy_ha": [-0.043, -0.043], "de_lowest_kcal_mol": 0.0, "fmax_ha_per_bohr": 0.06121, "e_lumo_ha": [0.1087, 0.1087]}

---

No. 2
{"formula": "C42H50F3N4O6PPdSTe2", "method": "the ωB97M-V functional and the def2-TZVPD basis", "symbols": ["Pd", "F", "C", "F", "F", "C", "C", "C", "C", "N", "C", "S", "H", "H", "H", "O", "C", "C", "C", "C", "N", "C", "C", "C", "C", "C", "C", "O", "C", "C", "N", "H", "H", "H", "H", "H", "H", "H", "H", "H", "H", "H", "H", "C", "C", "O", "N", "Te", "C", "C", "C", "C", "C", "C", "C", "C", "C", "C", "C", "C", "C", "C", "C", "C", "C", "C", "H", "H", "H", "H", "H", "H", "H", "H", "H", "H", "H", "H", "H", "H", "H", "H", "H", "H", "H", "H", "H", "H", "H", "H", "H", "C", "C", "O", "P", "O", "Te", "O", "C", "C", "H", "H", "H", "H", "H", "H", "H", "H", "H", "H"], "positions_angstrom": [[-0.0576, -0.8325, 0.3774], [2.3208, 2.8777, 4.0273], [0.9820, 3.0292, 3.9075], [0.5583, 3.6393, 5.0286], [0.7787, 3.8804, 2.9008], [0.3164, 1.6843, 3.7562], [0.1358, 0.9499, 4.9224], [-0.3463, -0.3415, 4.8591], [-0.6409, -0.8655, 3.6158], [-0.5206, -0.1596, 2.4979], [-0.0214, 1.0945, 2.5287], [0.1076, 1.8232, 0.9544], [0.3867, 1.3945, 5.8767], [-0.4615, -0.9409, 5.7511], [-0.9874, -1.8862, 3.5060], [-5.3816, -5.2323, 1.5263], [-5.5902, -4.0036, 0.8562], [-4.2771, -3.4789, 0.3610], [-4.2284, -2.4715, -0.5907], [-3.0043, -1.9309, -0.9307], [-1.8469, -2.3478, -0.4149], [-1.8904, -3.3902, 0.4208], [-3.0751, -3.9648, 0.8528], [-0.5672, -3.9606, 0.7829], [-0.4208, -5.3230, 0.9824], [0.8440, -5.8485, 1.2167], [1.0184, -7.3399, 1.3807], [0.3638, -8.0665, 0.3545], [1.9119, -4.9692, 1.2465], [1.6837, -3.6210, 1.0188], [0.4783, -3.1220, 0.7777], [-6.2323, -5.6015, 1.7790], [-6.0050, -3.2514, 1.5379], [-6.2777, -4.1150, 0.0133], [-5.1343, -2.0873, -1.0440], [-2.9363, -1.1401, -1.6670], [-3.0754, -4.7788, 1.5633], [-1.2752, -5.9842, 0.9169], [0.5432, -7.6587, 2.3082], [2.0797, -7.5893, 1.4425], [0.8552, -7.9747, -0.4676], [2.9201, -5.3120, 1.4423], [2.5056, -2.9209, 1.0096], [3.8277, -0.0737, 2.6817], [2.5451, -0.7741, 2.2656], [1.9901, -1.5569, 3.0399], [2.0711, -0.5639, 1.0121], [2.6811, 1.1261, -0.1986], [3.5301, 2.7044, -1.5676], [4.0043, 2.3770, -2.8353], [3.8807, 0.9976, -3.4345], [4.6165, 3.3912, -3.5705], [4.7842, 4.6707, -3.0592], [5.4633, 5.7476, -3.8640], [4.3153, 4.9428, -1.7773], [3.6962, 3.9710, -1.0024], [3.2014, 4.3119, 0.3827], [1.2815, 0.3716, -1.6181], [0.3230, 1.2195, -2.2047], [0.2583, 2.7172, -2.0226], [-0.6149, 0.6601, -3.0647], [-0.6791, -0.7027, -3.3182], [-1.6670, -1.2665, -4.3071], [0.2618, -1.5208, -2.7176], [1.2821, -1.0143, -1.9122], [2.4925, -1.8933, -1.7150], [4.1586, -0.4775, 3.6348], [3.6433, 0.9970, 2.7989], [4.6073, -0.2101, 1.9300], [4.2415, 0.2373, -2.7384], [4.4647, 0.9241, -4.3507], [2.8411, 0.7681, -3.6763], [4.9878, 3.1616, -4.5641], [5.9181, 5.3401, -4.7653], [6.2397, 6.2375, -3.2756], [4.7427, 6.5120, -4.1603], [4.4518, 5.9372, -1.3632], [3.4908, 5.3247, 0.6582], [3.6144, 3.6322, 1.1314], [2.1128, 4.2432, 0.4430], [1.0142, 3.1015, -1.3470], [-0.7203, 3.0009, -1.6287], [0.3903, 3.2118, -2.9862], [-1.3236, 1.3228, -3.5528], [-2.4293, -0.5305, -4.5640], [-2.1551, -2.1634, -3.9212], [-1.1489, -1.5443, -5.2269], [0.2555, -2.5843, -2.9369], [3.0383, -1.9272, -2.6616], [2.2062, -2.9142, -1.4671], [3.1675, -1.5251, -0.9508], [-4.3879, 1.6064, -2.1191], [-5.3448, 1.6528, -0.9429], [-4.9953, 0.6980, 0.1000], [-3.6837, 0.8596, 0.9852], [-2.4202, 0.5163, 0.3026], [-4.1472, -0.5017, 2.9159], [-3.7880, 2.3936, 1.3878], [-3.2030, 2.9670, 2.5835], [-2.4312, 4.2127, 2.2167], [-4.6720, 2.3755, -2.8395], [-4.4230, 0.6315, -2.6095], [-3.3653, 1.7893, -1.7850], [-6.3499, 1.3674, -1.2414], [-5.3799, 2.6488, -0.5068], [-2.5591, 2.2325, 3.0709], [-4.0206, 3.2012, 3.2635], [-1.6985, 3.9893, 1.4412], [-1.9109, 4.5978, 3.0951], [-3.1103, 4.9818, 1.8452]], "forces_ev_per_angstrom": [[1.048, -0.073, 0.844], [-0.049, 0.010, -0.027], [0.056, 0.001, 0.001], [0.030, 0.004, 0.018], [-0.066, 0.005, -0.011], [-0.007, -0.126, -0.049], [-0.007, 0.074, -0.037], [-0.038, -0.029, 0.159], [-0.116, -0.043, -0.114], [0.337, -0.171, -0.125], [-0.081, 0.118, 0.105], [-0.173, -0.071, -0.026], [0.029, -0.017, -0.015], [-0.023, 0.012, -0.044], [0.045, -0.014, -0.041], [0.006, 0.044, -0.038], [0.025, -0.079, 0.045], [0.084, -0.085, 0.004], [-0.061, 0.037, -0.049], [0.088, 0.022, -0.157], [-0.311, 0.155, 0.077], [0.147, -0.031, -0.052], [-0.058, -0.064, 0.023], [0.032, -0.069, -0.102], [-0.058, 0.001, 0.078], [0.021, -0.047, -0.037], [-0.078, 0.014, -0.047], [-0.021, -0.003, 0.055], [-0.019, 0.003, 0.050], [0.143, 0.071, 0.042], [-0.439, 0.122, -0.075], [-0.006, 0.009, 0.021], [-0.072, 0.029, -0.004], [-0.018, -0.001, -0.024], [0.039, 0.007, 0.011], [-0.002, 0.107, 0.144], [0.016, 0.014, -0.010], [0.022, 0.021, -0.015], [0.039, -0.005, 0.057], [0.030, -0.011, 0.009], [0.026, 0.030, 0.007], [-0.019, -0.016, -0.057], [-0.075, 0.027, 0.010], [-0.095, 0.012, -0.013], [0.191, 0.348, -0.174], [-0.004, -0.023, -0.090], [-0.322, -0.590, 0.329], [-0.075, 0.253, -0.515], [0.154, -0.172, 0.242], [-0.076, -0.076, -0.033], [0.012, 0.139, 0.062], [-0.009, 0.004, 0.002], [0.016, 0.035, -0.043], [-0.076, -0.072, 0.070], [0.044, 0.043, -0.010], [-0.121, -0.007, 0.035], [0.058, -0.024, -0.139], [-0.126, -0.048, -0.065], [0.168, 0.047, -0.095], [-0.094, -0.141, 0.089], [-0.037, 0.011, 0.019], [-0.042, -0.018, -0.147], [0.041, 0.056, 0.117], [-0.036, -0.089, -0.064], [0.349, 0.277, -0.310], [-0.101, -0.071, 0.017], [0.011, -0.002, -0.009], [0.049, 0.012, 0.008], [0.018, 0.028, 0.024], [-0.015, -0.026, -0.027], [0.015, 0.008, 0.029], [0.025, -0.032, -0.013], [-0.001, 0.006, 0.029], [-0.002, 0.016, 0.002], [-0.002, 0.005, -0.022], [0.024, 0.009, -0.017], [-0.014, -0.037, -0.002], [0.006, -0.015, -0.012], [-0.006, 0.029, 0.060], [-0.006, -0.020, 0.040], [0.033, 0.061, 0.006], [0.010, -0.015, -0.030], [0.041, 0.007, 0.009], [0.002, -0.014, 0.038], [-0.010, -0.042, 0.013], [0.011, 0.023, 0.003], [-0.043, -0.015, -0.006], [0.042, 0.023, 0.014], [-0.018, 0.005, 0.011], [-0.015, 0.008, -0.010], [0.019, -0.041, 0.080], [-0.008, -0.083, 0.189], [0.055, -0.013, -0.054], [0.104, -0.020, 0.022], [-0.084, 0.603, -0.644], [-0.418, -0.125, 0.189], [-0.020, -0.158, 0.114], [-0.134, -0.076, 0.243], [0.213, 0.096, -0.052], [-0.138, 0.002, -0.147], [0.009, -0.051, -0.005], [0.006, 0.037, -0.017], [-0.004, 0.035, -0.070], [-0.042, -0.006, 0.017], [0.005, 0.012, 0.082], [0.017, -0.048, -0.053], [-0.067, -0.078, 0.002], [0.029, 0.006, 0.082], [-0.033, 0.008, -0.026], [0.047, -0.001, 0.026]], "homo_lumo_gap_ev": [7.532, 5.662], "charge": 1, "homo_energy_ha": [-0.355, -0.380], "fmax_ha_per_bohr": 0.02621, "e_lumo_ha": [-0.0782, -0.1718], "spin_multiplicity": 6}